1.
C25H40FeNO3P3 as an isolated structure in a non-equilibrium geometry. Source: OMol25; level of theory: the ωB97M-V functional and the def2-TZVPD basis.

Results
Charge: +1
Kohn-Sham gap (spin up / spin down) in eV: 6.79 / 6.63
Spin multiplicity: 6

Each line ends with the Löwdin charge.
Atoms and positions in Å:
C1 -2.29 -4.40 0.10  -0.041
C2 -1.86 -3.14 -0.33  -0.235
C3 -2.01 -2.03 0.54  -0.169
C4 -2.49 -2.22 1.86  -0.156
C5 -2.75 -3.53 2.31  -0.018
C6 -2.69 -4.60 1.43  -0.070
C7 -2.83 -1.09 2.66  -0.079
C8 -3.14 0.12 1.97  -0.167
C9 -2.73 0.27 0.62  -0.172
C10 -3.30 1.28 -0.19  -0.233
C11 -4.23 2.15 0.38  -0.048
C12 -4.50 2.12 1.75  -0.071
C13 -3.95 1.13 2.55  -0.018
H1 -2.27 -5.23 -0.61  0.117
H2 -3.06 -3.67 3.35  0.120
H3 -2.97 -5.60 1.75  0.110
H4 -3.42 -1.29 3.55  0.114
H5 -4.72 2.89 -0.26  0.117
H6 -5.18 2.85 2.19  0.111
H7 -4.17 1.05 3.61  0.120
N1 -1.84 -0.70 0.11  -0.115
Fe1 -0.36 -0.15 -0.71  0.245
C14 -1.24 -2.95 -1.70  -0.259
H8 -1.91 -2.43 -2.40  0.098
H9 -0.95 -3.92 -2.13  0.098
C15 -2.89 1.40 -1.64  -0.254
H10 -3.17 0.52 -2.24  0.099
H11 -3.31 2.30 -2.10  0.097
P1 0.32 -1.96 -1.59  0.785
P2 -1.04 1.57 -1.77  0.794
C16 -0.83 3.23 -1.06  -0.207
H12 0.07 3.24 -0.43  0.017
H13 -0.75 3.97 -1.86  0.060
H14 -1.69 3.47 -0.42  0.058
C17 -0.65 1.72 -3.53  -0.229
H15 -0.95 2.71 -3.89  0.057
H16 0.44 1.60 -3.64  0.039
H17 -1.16 0.93 -4.09  0.054
C18 1.34 -3.04 -0.55  -0.194
H18 1.88 -3.75 -1.19  0.060
H19 2.05 -2.42 0.02  0.021
H20 0.70 -3.59 0.15  0.061
C19 1.08 -1.92 -3.23  -0.226
H21 1.82 -1.11 -3.23  0.043
H22 1.57 -2.88 -3.42  0.055
H23 0.31 -1.72 -3.99  0.054
H24 -1.71 -0.74 4.07  0.028
H25 -1.19 -0.51 4.60  0.083
C20 4.05 3.01 -1.07  -0.063
C21 2.85 2.41 -1.76  -0.249
O1 2.62 1.05 -1.30  -0.311
P3 1.66 0.59 -0.05  0.737
O2 2.70 -0.39 0.75  -0.334
C22 4.17 -0.19 0.87  -0.228
C23 4.91 -0.80 -0.29  -0.074
O3 1.59 1.93 0.88  -0.316
C24 1.95 2.06 2.29  -0.232
C25 1.43 0.95 3.17  -0.080
H26 3.81 3.26 -0.03  0.076
H27 4.34 3.94 -1.58  0.090
H28 4.91 2.33 -1.09  0.083
H29 1.94 3.01 -1.59  0.094
H30 3.01 2.34 -2.85  0.122
H31 4.38 0.89 0.97  0.102
H32 4.42 -0.68 1.81  0.128
H33 4.64 -0.30 -1.23  0.067
H34 5.98 -0.67 -0.12  0.090
H35 4.70 -1.88 -0.37  0.084
H36 3.05 2.11 2.33  0.108
H37 1.56 3.03 2.60  0.127
H38 1.98 0.02 2.98  0.070
H39 1.61 1.23 4.22  0.092
H40 0.36 0.79 3.04  0.066

2.
C25H40GdNP3 as an isolated structure in a non-equilibrium geometry. Source: OMol25; level of theory: the ωB97M-V functional and the def2-TZVPD basis.

Results
Charge: +1
Kohn-Sham gap (spin up / spin down) in eV: 5.59 / 5.71
ΔE to the lowest compared entry with this formula, charge and spin in kcal/mol: 6.0
Spin multiplicity: 8

Each line ends with the Löwdin charge.
Atoms and positions in Å:
C1 -1.76 2.96 -3.72  -0.030
C2 -1.54 1.72 -3.13  -0.217
C3 -0.18 1.28 -3.02  -0.255
C4 0.87 2.21 -3.12  -0.171
C5 0.63 3.44 -3.74  -0.007
C6 -0.68 3.78 -4.07  -0.042
C7 2.13 1.81 -2.42  -0.103
C8 2.46 0.41 -2.85  -0.161
C9 1.39 -0.50 -2.77  -0.248
C10 1.63 -1.90 -2.64  -0.212
C11 2.91 -2.35 -2.96  -0.019
C12 3.93 -1.45 -3.30  -0.036
C13 3.72 -0.07 -3.20  -0.008
H1 -2.79 3.30 -3.87  0.123
H2 1.47 4.10 -3.97  0.125
H3 -0.88 4.72 -4.60  0.116
H4 2.95 2.50 -2.61  0.135
H5 3.12 -3.43 -2.93  0.123
H6 4.90 -1.83 -3.61  0.116
H7 4.52 0.64 -3.42  0.126
N1 0.08 -0.03 -2.67  0.084
Gd1 0.39 0.71 -0.01  0.784
C14 -2.63 0.92 -2.45  -0.275
H8 -2.63 -0.13 -2.79  0.096
H9 -3.61 1.37 -2.61  0.095
C15 0.55 -2.76 -2.05  -0.275
H10 -0.37 -2.72 -2.64  0.096
H11 0.89 -3.81 -1.95  0.095
P1 -2.33 0.90 -0.61  0.733
P2 0.13 -2.13 -0.35  0.774
C16 1.39 -3.07 0.58  -0.266
H12 1.22 -2.96 1.66  0.022
H13 1.33 -4.12 0.29  0.052
H14 2.39 -2.66 0.35  0.045
C17 -1.37 -3.10 -0.04  -0.273
H15 -1.11 -4.17 -0.03  0.056
H16 -1.79 -2.80 0.93  0.034
H17 -2.11 -2.90 -0.83  0.037
C18 -2.96 2.56 -0.17  -0.257
H18 -3.97 2.67 -0.58  0.056
H19 -2.98 2.67 0.92  0.034
H20 -2.30 3.34 -0.59  0.047
C19 -3.68 -0.17 -0.05  -0.257
H21 -3.67 -0.25 1.04  0.013
H22 -4.63 0.28 -0.38  0.058
H23 -3.57 -1.17 -0.49  0.034
H24 1.92 1.77 -1.21  0.056
H25 1.99 0.03 0.65  -0.156
C20 -3.08 -0.57 3.90  -0.134
C21 -2.15 0.61 3.62  -0.412
P3 -0.77 0.30 2.47  0.818
C22 0.20 1.90 2.58  -0.468
C23 0.64 2.30 3.99  -0.132
C24 0.27 -0.97 3.32  -0.411
C25 0.31 -0.93 4.84  -0.134
H26 -3.71 -0.81 3.04  0.054
H27 -3.74 -0.30 4.73  0.087
H28 -2.54 -1.48 4.19  0.067
H29 -2.72 1.44 3.19  0.083
H30 -1.70 0.97 4.56  0.067
H31 1.10 1.82 1.94  -0.004
H32 -0.46 2.68 2.17  0.070
H33 1.49 1.70 4.33  0.076
H34 0.96 3.35 3.98  0.084
H35 -0.17 2.22 4.72  0.066
H36 -0.13 -1.94 2.99  0.060
H37 1.28 -0.89 2.90  0.063
H38 -0.69 -1.06 5.28  0.064
H39 0.94 -1.75 5.20  0.085
H40 0.74 0.00 5.23  0.057

3.
An isolated ion of composition C25H40N2 and charge +2. Source: OMol25; level of theory: the ωB97M-V functional and the def2-TZVPD basis.

Results
Charge: +2
Kohn-Sham gap in eV: 7.46

Each line ends with the Löwdin charge.
Atoms and positions in Å:
C1 0.16 -3.79 2.53  -0.102
C2 0.00 -4.06 1.04  -0.253
C3 -0.67 -2.90 0.30  -0.252
C4 -0.47 -2.92 -1.22  -0.208
C5 0.90 -2.42 -1.68  -0.186
C6 1.18 -0.95 -1.34  -0.234
C7 2.43 -0.40 -2.04  -0.181
C8 3.74 -0.60 -1.26  -0.188
C9 4.29 0.70 -0.67  -0.190
C10 3.38 1.28 0.42  -0.208
C11 3.55 2.78 0.66  -0.200
C12 3.12 3.71 -0.48  -0.177
C13 1.79 3.44 -1.20  -0.192
C14 0.55 4.06 -0.58  -0.148
C15 0.22 3.55 0.83  -0.062
N1 -0.87 2.52 0.79  -0.013
C16 -2.11 2.81 1.20  0.033
C17 -3.12 1.88 1.13  0.057
C18 -2.84 0.62 0.61  -0.112
C19 -3.89 -0.43 0.52  -0.107
C20 -4.67 -0.76 1.63  0.053
C21 -5.62 -1.74 1.52  0.017
N2 -5.79 -2.36 0.34  0.131
C22 -5.07 -2.07 -0.75  0.019
C23 -4.10 -1.10 -0.69  0.047
C24 -1.54 0.34 0.19  0.058
C25 -0.58 1.30 0.30  0.036
H1 0.91 -3.02 2.69  0.074
H2 -0.78 -3.42 2.94  0.069
H3 0.44 -4.68 3.08  0.078
H4 -0.58 -4.97 0.88  0.115
H5 0.98 -4.24 0.59  0.110
H6 -0.26 -1.97 0.71  0.082
H7 -1.74 -2.91 0.53  0.102
H8 -1.24 -2.31 -1.71  0.091
H9 -0.62 -3.94 -1.58  0.122
H10 1.69 -3.03 -1.24  0.120
H11 0.96 -2.53 -2.76  0.121
H12 0.30 -0.35 -1.58  0.096
H13 1.34 -0.87 -0.25  0.096
H14 2.29 0.67 -2.23  0.091
H15 2.51 -0.87 -3.02  0.114
H16 4.49 -1.05 -1.91  0.116
H17 3.58 -1.31 -0.45  0.115
H18 5.26 0.50 -0.22  0.122
H19 4.43 1.42 -1.47  0.115
H20 3.59 0.77 1.36  0.124
H21 2.34 1.05 0.18  0.055
H22 4.62 2.97 0.84  0.123
H23 3.07 3.05 1.60  0.096
H24 3.10 4.74 -0.09  0.120
H25 3.90 3.72 -1.24  0.111
H26 1.87 3.83 -2.22  0.124
H27 1.63 2.36 -1.33  0.072
H28 -0.31 3.84 -1.22  0.122
H29 0.62 5.15 -0.55  0.125
H30 1.06 3.06 1.30  0.118
H31 -0.14 4.34 1.48  0.134
H32 -2.27 3.81 1.58  0.157
H33 -4.11 2.15 1.46  0.143
H34 -4.53 -0.27 2.58  0.145
H35 -6.25 -2.05 2.34  0.159
H36 -6.50 -3.09 0.27  0.195
H37 -5.28 -2.62 -1.66  0.160
H38 -3.53 -0.87 -1.57  0.144
H39 -1.27 -0.63 -0.20  0.078
H40 0.45 1.12 0.00  0.105

How do the records compare in total energy? In the order shown, they have -3544.64032 -2820.68628 -1085.57370 Eh.